Entry a
{
  "formula": "C2H4I2S",
  "method": "wB97M-V/def2-TZVPD",
  "species": ["C", "C", "S", "I", "I", "H", "H", "H", "H"],
  "xyz": [[0.367, 0.599, 0.510], [-2.296, -0.205, -0.675], [0.309, -0.585, 1.743], [-2.291, -2.179, -0.195], [-3.460, 1.175, 0.236], [1.190, 0.535, -0.211], [0.443, 1.638, 0.774], [-2.340, -0.035, -1.662], [0.906, -1.626, 1.030]],
  "lowdin_charge": [-0.516, -1.352, 0.603, 0.762, 0.749, 0.006, -0.008, -0.147, -0.098],
  "homo_energy_ev": [-8.06, -7.76],
  "gap_ev": [8.0364, 7.0995]
}


Entry b
{
  "formula": "C2H4I2S",
  "method": "wB97M-V/def2-TZVPD",
  "species": ["C", "C", "S", "I", "I", "H", "H", "H", "H"],
  "xyz": [[-0.438, -0.002, -1.072], [1.507, 0.004, 0.380], [1.031, 0.135, 2.043], [2.508, 1.766, -0.111], [2.491, -1.977, -0.093], [0.035, 0.272, -1.922], [-0.378, -1.064, -1.034], [-1.317, 0.644, -0.741], [0.009, -0.666, 2.033]],
  "lowdin_charge": [0.052, -1.699, 0.509, 0.730, 0.573, -0.045, -0.030, 0.065, -0.155],
  "homo_energy_ev": [-8.33, -8.51],
  "gap_ev": [7.4685, 7.4496]
}


Short version: entry b is the most stable of them.


Entry a
{
  "formula": "H2P2",
  "method": "wB97M-V/def2-TZVPD",
  "species": ["P", "P", "H", "H"],
  "xyz": [[1.345, 0.912, -1.207], [-0.347, 0.865, -2.081], [-0.800, -0.767, 1.944], [-0.198, -1.009, 1.345]],
  "lowdin_charge": [-0.001, 0.008, 0.009, -0.016],
  "homo_energy_ev": -9.99,
  "gap_ev": 9.3739
}


Entry b
{
  "formula": "H2P2",
  "method": "wB97M-V/def2-TZVPD",
  "species": ["P", "P", "H", "H"],
  "xyz": [[0.693, -0.539, -0.249], [-0.999, 0.364, 0.566], [0.573, -1.881, 0.386], [-0.495, 1.821, -0.350]],
  "lowdin_charge": [0.167, 0.154, -0.219, -0.102],
  "homo_energy_ev": -9.59,
  "gap_ev": 8.4571
}


Short version: entry a is the most stable of them.


Entry a
{
  "formula": "C30H40CeN3O5PS4",
  "method": "wB97M-V/def2-TZVPD",
  "species": ["Ce", "O", "C", "C", "C", "N", "C", "C", "C", "O", "O", "C", "O", "O", "H", "H", "H", "S", "C", "S", "S", "C", "C", "C", "C", "C", "C", "P", "C", "C", "C", "C", "C", "C", "C", "C", "C", "C", "C", "C", "H", "H", "H", "H", "H", "H", "H", "H", "H", "H", "H", "H", "H", "H", "H", "H", "H", "H", "H", "H", "H", "H", "H", "H", "H", "H", "H", "H", "H", "H", "H", "H", "H", "S", "C", "N", "C", "C", "C", "N", "H", "H", "H", "H"],
  "xyz": [[-2.635, 1.962, -0.761], [-1.872, 2.119, -7.275], [-2.092, 2.111, -5.927], [-3.345, 2.355, -5.355], [-3.384, 2.379, -3.955], [-2.274, 2.283, -3.243], [-1.037, 2.133, -3.734], [-0.886, 2.092, -5.104], [0.075, 1.954, -2.732], [1.197, 1.663, -3.153], [-0.448, 1.737, -1.531], [-4.667, 2.513, -3.142], [-5.690, 2.287, -3.760], [-4.528, 2.785, -1.875], [-2.658, 2.275, -7.812], [-4.268, 2.618, -5.968], [0.069, 2.243, -5.599], [-1.387, 3.395, 3.417], [-2.249, 3.031, 2.015], [-1.758, 4.035, 0.625], [-3.410, 1.842, 1.816], [4.633, -1.421, -2.048], [4.180, 0.039, -1.813], [3.234, 0.263, -0.612], [2.603, -1.045, -0.121], [2.217, -1.801, -1.377], [3.481, -2.448, -2.029], [1.073, -0.902, 1.033], [1.318, -2.388, 2.346], [0.249, -2.266, 3.500], [-0.442, -3.600, 3.933], [-0.983, -4.355, 2.660], [-0.017, -4.300, 1.462], [1.367, -3.734, 1.758], [1.682, 0.408, 2.264], [3.178, 0.283, 2.720], [3.989, 1.564, 2.816], [3.242, 2.698, 3.574], [1.825, 2.933, 2.969], [1.492, 1.885, 1.833], [5.335, -1.661, -1.277], [5.286, -1.453, -2.916], [3.706, 0.466, -2.742], [5.115, 0.660, -1.771], [2.410, 0.903, -0.932], [3.762, 0.778, 0.215], [3.338, -1.651, 0.449], [1.838, -1.096, -2.172], [1.419, -2.573, -1.212], [3.199, -2.701, -3.046], [3.803, -3.352, -1.507], [2.311, -2.103, 2.691], [-0.544, -1.607, 3.134], [0.774, -1.859, 4.374], [-1.228, -3.391, 4.718], [0.261, -4.196, 4.467], [-1.922, -3.861, 2.351], [-1.236, -5.407, 2.877], [-0.439, -3.740, 0.653], [0.183, -5.328, 1.123], [1.968, -3.828, 0.886], [1.871, -4.424, 2.469], [1.019, 0.200, 3.086], [3.768, -0.428, 2.181], [3.264, -0.134, 3.763], [4.272, 1.969, 1.783], [4.946, 1.332, 3.389], [3.834, 3.630, 3.613], [3.188, 2.385, 4.605], [1.794, 3.912, 2.524], [1.031, 2.924, 3.766], [2.124, 2.160, 0.967], [0.434, 2.049, 1.703], [-2.724, -0.664, -1.398], [-4.284, -0.487, -0.777], [-5.276, -0.063, -1.668], [-6.472, 0.432, -1.264], [-6.799, 0.425, 0.083], [-5.855, -0.247, 0.882], [-4.609, -0.615, 0.492], [-4.985, -0.040, -2.603], [-7.112, 0.714, -2.070], [-7.690, 0.932, 0.442], [-6.155, -0.588, 1.855]],
  "lowdin_charge": [0.555, 0.071, -0.227, 0.079, -0.167, 0.043, -0.153, 0.121, -0.482, 0.087, -0.223, -0.579, 0.073, -0.161, 0.118, 0.157, 0.139, 0.582, -1.708, 0.558, 0.588, -0.201, -0.184, -0.200, -0.469, -0.240, -0.185, 1.141, -0.415, -0.189, -0.184, -0.180, -0.203, -0.256, -0.424, -0.228, -0.225, -0.193, -0.204, -0.202, 0.089, 0.099, 0.108, 0.113, 0.087, 0.084, 0.109, 0.122, 0.100, 0.096, 0.100, 0.079, 0.091, 0.107, 0.117, 0.082, 0.102, 0.100, 0.086, 0.109, 0.086, 0.128, 0.076, 0.074, 0.122, 0.114, 0.124, 0.103, 0.090, 0.092, 0.037, 0.107, 0.048, 0.778, -0.826, 0.103, 0.002, 0.017, -0.068, 0.078, 0.116, 0.136, 0.127, 0.125],
  "homo_energy_ev": [-7.67, -7.67],
  "gap_ev": [5.5733, 5.5596]
}


Entry b
{
  "formula": "C30H40CeN3O5PS4",
  "method": "wB97M-V/def2-TZVPD",
  "species": ["Ce", "O", "C", "C", "C", "N", "C", "C", "C", "O", "O", "C", "O", "O", "H", "H", "H", "S", "C", "S", "S", "C", "C", "C", "C", "C", "C", "P", "C", "C", "C", "C", "C", "C", "C", "C", "C", "C", "C", "C", "H", "H", "H", "H", "H", "H", "H", "H", "H", "H", "H", "H", "H", "H", "H", "H", "H", "H", "H", "H", "H", "H", "H", "H", "H", "H", "H", "H", "H", "H", "H", "H", "H", "S", "C", "N", "C", "C", "C", "N", "H", "H", "H", "H"],
  "xyz": [[-0.039, -1.146, 2.370], [-6.057, -0.335, 4.904], [-4.812, -0.577, 4.401], [-3.718, -0.850, 5.220], [-2.459, -1.064, 4.584], [-2.338, -0.948, 3.269], [-3.415, -0.734, 2.481], [-4.670, -0.451, 2.959], [-3.016, -0.628, 1.019], [-3.879, -0.260, 0.252], [-1.761, -0.857, 0.848], [-1.290, -1.386, 5.357], [-1.353, -1.561, 6.554], [-0.164, -1.580, 4.598], [-5.928, 0.119, 5.758], [-3.719, -0.879, 6.358], [-5.521, -0.343, 2.280], [2.958, 2.704, 2.046], [2.120, 1.336, 2.560], [2.785, -0.214, 2.588], [0.386, 1.508, 2.982], [-2.881, -0.587, -3.994], [-2.949, 0.867, -3.513], [-2.108, 1.095, -2.266], [-0.709, 0.366, -2.343], [-0.986, -1.142, -2.519], [-2.446, -1.524, -2.911], [0.408, 0.627, -0.835], [2.255, 0.199, -1.365], [2.714, 0.989, -2.605], [3.320, 0.015, -3.676], [4.502, -0.807, -3.094], [4.076, -1.585, -1.803], [2.572, -1.285, -1.434], [0.787, 2.510, -0.733], [0.739, 3.299, -2.013], [-0.164, 4.590, -1.956], [0.096, 5.416, -0.686], [0.041, 4.544, 0.527], [-0.276, 3.075, 0.251], [-2.045, -0.653, -4.750], [-3.847, -0.898, -4.439], [-4.002, 1.223, -3.310], [-2.559, 1.493, -4.331], [-2.613, 0.779, -1.333], [-1.881, 2.182, -2.122], [-0.175, 0.747, -3.234], [-0.863, -1.581, -1.507], [-0.256, -1.566, -3.206], [-3.044, -1.517, -1.975], [-2.339, -2.553, -3.284], [2.646, 0.609, -0.406], [3.490, 1.776, -2.319], [1.907, 1.551, -3.047], [3.710, 0.591, -4.566], [2.561, -0.661, -4.088], [5.310, -0.107, -2.814], [5.028, -1.421, -3.809], [4.758, -1.293, -0.981], [4.195, -2.712, -1.910], [2.241, -1.895, -0.528], [2.025, -1.679, -2.302], [1.800, 2.661, -0.315], [0.420, 2.648, -2.866], [1.730, 3.625, -2.350], [-1.202, 4.327, -2.090], [0.101, 5.199, -2.849], [-0.694, 6.207, -0.665], [1.013, 5.994, -0.853], [-0.705, 4.941, 1.224], [0.961, 4.514, 1.086], [-1.268, 2.903, -0.168], [-0.147, 2.505, 1.251], [-0.090, -3.595, 0.692], [0.948, -4.063, 1.942], [1.835, -5.211, 1.862], [2.670, -5.507, 2.910], [2.653, -4.762, 4.086], [1.738, -3.731, 4.156], [0.905, -3.421, 3.115], [1.724, -5.803, 1.037], [3.325, -6.400, 2.788], [3.409, -4.801, 4.827], [1.527, -3.165, 5.025]],
  "lowdin_charge": [0.682, 0.063, -0.245, 0.099, -0.170, 0.059, -0.134, 0.123, -0.551, 0.091, -0.252, -0.497, 0.115, -0.246, 0.127, 0.159, 0.143, 0.545, -1.705, 0.512, 0.572, -0.216, -0.195, -0.196, -0.408, -0.224, -0.204, 1.173, -0.412, -0.187, -0.194, -0.199, -0.178, -0.230, -0.434, -0.220, -0.188, -0.203, -0.218, -0.261, 0.125, 0.112, 0.126, 0.106, 0.091, 0.091, 0.099, 0.059, 0.101, 0.111, 0.110, 0.069, 0.141, 0.049, 0.118, 0.098, 0.104, 0.088, 0.101, 0.110, 0.091, 0.089, 0.059, 0.085, 0.106, 0.086, 0.112, 0.113, 0.108, 0.112, 0.062, 0.099, -0.024, 0.766, -0.748, 0.113, -0.005, -0.007, -0.008, -0.055, 0.156, 0.152, 0.111, 0.123],
  "homo_energy_ev": -7.29,
  "gap_ev": 5.0653
}


Short version: entry b is the most stable of them.


Entry a
{
  "formula": "C16H24N2O3",
  "method": "wB97M-V/def2-TZVPD",
  "species": ["C", "C", "H", "H", "C", "C", "O", "C", "C", "N", "C", "C", "H", "C", "O", "N", "H", "C", "H", "H", "C", "H", "C", "H", "H", "C", "H", "C", "H", "O", "H", "H", "H", "H", "H", "C", "C", "H", "H", "H", "H", "H", "H", "H", "H"],
  "xyz": [[-5.402, -1.740, -1.171], [-4.908, -0.302, -1.108], [-4.735, 0.062, -2.124], [-5.677, 0.335, -0.666], [-3.608, -0.121, -0.318], [-3.165, 1.334, -0.412], [-3.929, 2.227, -0.717], [-1.765, 1.612, -0.081], [-1.229, 2.893, -0.016], [0.065, 2.795, 0.306], [0.415, 1.481, 0.454], [-0.708, 0.720, 0.217], [-0.772, -0.349, 0.250], [1.807, 1.176, 0.801], [2.622, 2.072, 0.969], [2.096, -0.138, 0.977], [1.420, -0.815, 0.662], [3.463, -0.581, 1.082], [3.538, -1.383, 1.821], [4.041, 0.282, 1.416], [3.997, -1.078, -0.282], [3.511, -2.025, -0.539], [5.528, -1.165, -0.280], [5.854, -1.891, -1.024], [5.919, -1.457, 0.692], [5.944, 0.254, -0.690], [6.255, 0.838, 0.175], [4.665, 0.851, -1.312], [4.801, 1.164, -2.349], [3.684, -0.175, -1.316], [4.304, 1.705, -0.727], [6.765, 0.238, -1.404], [0.734, 3.541, 0.429], [-1.725, 3.828, -0.182], [-2.829, -0.748, -0.761], [-3.749, -0.472, 1.180], [-3.258, -1.873, 1.526], [-2.193, -1.969, 1.326], [-3.782, -2.630, 0.950], [-3.419, -2.073, 2.584], [-3.181, 0.248, 1.775], [-4.797, -0.369, 1.466], [-4.626, -2.397, -1.560], [-5.703, -2.097, -0.189], [-6.265, -1.807, -1.830]],
  "lowdin_charge": [-0.103, -0.223, 0.117, 0.116, -0.272, -0.349, 0.095, -0.147, -0.013, 0.109, -0.165, 0.039, 0.100, -0.430, 0.052, 0.083, 0.136, -0.118, 0.129, 0.126, -0.330, 0.148, -0.125, 0.113, 0.112, -0.139, 0.108, -0.180, 0.120, -0.099, 0.103, 0.105, 0.166, 0.134, 0.140, -0.201, -0.094, 0.061, 0.061, 0.074, 0.112, 0.118, 0.075, 0.064, 0.070],
  "smiles": "CCC(CC)C(=O)c1c[nH]c(C(=O)NC[C@@H]2CCCO2)c1",
  "homo_energy_ev": -8.75,
  "gap_ev": 9.4024
}


Entry b
{
  "formula": "C16H24N2O3",
  "method": "wB97M-V/def2-TZVPD",
  "species": ["C", "C", "C", "C", "C", "C", "C", "C", "O", "N", "N", "C", "C", "C", "C", "C", "C", "C", "O", "H", "H", "O", "H", "H", "H", "C", "H", "H", "H", "H", "H", "H", "H", "H", "H", "H", "H", "H", "H", "H", "H", "H", "H", "H", "H"],
  "xyz": [[5.219, 1.295, -2.579], [4.141, 1.310, -1.501], [4.647, 1.964, -0.216], [3.590, 2.069, 0.892], [3.655, 0.952, 1.938], [3.401, -0.459, 1.412], [1.983, -0.639, 0.876], [1.752, -2.044, 0.378], [2.590, -2.915, 0.309], [0.471, -2.310, -0.030], [-0.516, -1.395, 0.030], [-1.722, -1.628, -0.352], [-2.694, -0.549, -0.194], [-4.068, -0.805, -0.286], [-5.010, 0.188, -0.169], [-4.603, 1.507, 0.037], [-3.253, 1.789, 0.148], [-2.296, 0.784, 0.055], [-1.013, 1.149, 0.197], [-0.470, 0.330, 0.171], [-2.907, 2.798, 0.322], [-5.551, 2.469, 0.132], [-5.135, 3.327, 0.278], [-6.064, -0.029, -0.235], [-4.413, -1.816, -0.428], [-2.176, -2.932, -0.951], [-2.951, -2.758, -1.691], [-2.570, -3.591, -0.177], [-1.352, -3.442, -1.448], [0.294, -3.260, -0.354], [1.800, 0.045, 0.045], [1.251, -0.420, 1.656], [3.558, -1.172, 2.224], [4.118, -0.708, 0.630], [2.924, 1.172, 2.720], [4.644, 0.971, 2.402], [3.734, 3.011, 1.426], [2.595, 2.107, 0.448], [4.995, 2.968, -0.470], [5.510, 1.409, 0.157], [3.273, 1.865, -1.868], [3.824, 0.285, -1.306], [5.540, 2.307, -2.814], [4.845, 0.833, -3.490], [6.087, 0.732, -2.241]],
  "lowdin_charge": [-0.115, -0.276, -0.219, -0.209, -0.211, -0.199, -0.121, -0.457, 0.079, 0.062, 0.056, -0.241, -0.114, -0.034, -0.020, -0.319, 0.049, -0.258, 0.062, 0.050, 0.127, 0.067, 0.111, 0.114, 0.106, -0.016, 0.082, 0.099, 0.072, 0.145, 0.111, 0.130, 0.120, 0.106, 0.110, 0.110, 0.106, 0.100, 0.108, 0.113, 0.111, 0.092, 0.070, 0.067, 0.072],
  "smiles": "CCCCCCCC(=O)N/N=C(\\C)c1ccc(O)cc1O",
  "homo_energy_ev": -8.11,
  "gap_ev": 8.6926
}


Short version: entry a is the most stable of them.